40
Properties=species:S:1:pos:R:3 method="wB97M-V/def2-TZVPD" fmax_ev_per_a=0.6 total_energy_ha=-1186.1151 spin_multiplicity=1 charge=0 smiles=CPC[C@@H](C)I.CC(C)O.CC(C)O
C 3.65 -1.75 1.63
P 2.64 -1.92 3.16
C 1.05 -2.45 2.41
C 0.18 -1.62 1.44
C -1.30 -1.70 1.80
I 0.69 0.45 1.22
H 4.64 -1.41 1.93
H 3.74 -2.74 1.18
H 3.23 -1.05 0.91
H 2.39 -0.55 3.36
H 1.33 -3.36 1.87
H 0.41 -2.77 3.23
H 0.30 -2.02 0.43
H -1.92 -1.25 1.02
H -1.50 -1.18 2.74
H -1.58 -2.75 1.90
C 3.18 0.12 -2.80
C 1.95 -0.74 -3.08
C 0.82 0.07 -3.69
O 1.52 -1.40 -1.89
H 2.93 0.90 -2.09
H 3.98 -0.49 -2.38
H 3.55 0.59 -3.72
H 2.23 -1.55 -3.76
H 0.51 0.86 -2.99
H -0.04 -0.57 -3.88
H 1.12 0.54 -4.62
H 1.27 -0.71 -1.26
C -4.24 2.54 1.52
C -3.40 3.08 0.37
C -3.10 2.00 -0.66
O -2.19 3.65 0.86
H -3.71 1.74 2.03
H -4.45 3.33 2.24
H -5.19 2.14 1.16
H -3.93 3.90 -0.11
H -2.53 1.19 -0.20
H -2.51 2.40 -1.48
H -4.02 1.57 -1.07
H -1.70 2.94 1.29



43
Properties=species:S:1:pos:R:3 method="wB97M-V/def2-TZVPD" fmax_ev_per_a=1.7 total_energy_ha=-1750.5774 spin_multiplicity=2 charge=+2 s2=0.77
O 1.46 -1.68 -0.08
V 0.53 -0.47 -0.12
C 1.75 -0.99 -3.09
O 1.37 -0.06 -2.08
C 1.15 1.28 -2.57
C 1.11 2.17 -1.35
N 0.08 1.69 -0.39
C 0.15 2.45 0.89
C 1.25 1.91 1.79
O 1.44 0.50 1.61
C 2.53 0.02 2.43
H 0.94 -1.15 -3.80
H 2.02 -1.92 -2.60
H 2.62 -0.61 -3.64
H 0.27 1.33 -3.21
H 2.00 1.59 -3.18
H 0.97 3.22 -1.62
H 2.08 2.04 -0.87
H -0.84 1.87 -0.80
H -0.82 2.49 1.37
H 0.44 3.48 0.65
H 1.01 2.07 2.85
H 2.20 2.43 1.65
H 2.34 0.29 3.46
H 3.47 0.46 2.09
H 2.59 -1.05 2.29
C -3.76 -1.07 -0.78
C -2.35 -0.81 -0.25
C -2.07 -1.57 1.00
O -0.76 -1.19 1.47
C -0.44 -1.80 2.72
N -1.26 -1.14 -1.23
H -3.97 -2.12 -0.94
H -3.90 -0.52 -1.72
H -4.51 -0.66 -0.10
H -2.31 0.27 -0.03
H -2.06 -2.65 0.81
H -2.83 -1.39 1.76
H -0.59 -2.88 2.66
H -1.08 -1.40 3.51
H 0.60 -1.61 2.96
H -1.37 -2.14 -1.41
H -1.46 -0.70 -2.12



39
Properties=species:S:1:pos:R:3 method="wB97M-V/def2-TZVPD" fmax_ev_per_a=6.4 total_energy_ha=-815.7290 spin_multiplicity=1 charge=+1
C 3.00 -4.62 1.84
C -0.35 0.37 -2.28
C -2.60 1.16 -1.49
C -1.40 3.29 0.75
C -0.72 4.02 -2.23
C 1.41 2.81 -0.47
C 1.55 -4.34 1.83
C 1.37 -2.90 1.36
C -0.11 -2.48 1.39
C -1.26 -0.42 0.99
N -1.16 1.12 -1.35
O -0.29 -1.14 1.50
Si -0.49 2.78 -0.87
H 3.80 -3.92 2.17
H 3.00 -5.57 2.47
H 3.26 -4.86 0.77
H 0.23 -0.52 -1.71
H -0.93 0.02 -2.99
H 0.47 1.00 -2.72
H -2.93 0.62 -2.31
H -3.25 0.69 -0.60
H -2.93 2.22 -1.52
H -1.90 4.23 0.57
H -2.25 2.67 1.09
H -0.83 3.47 1.68
H -0.43 3.54 -3.30
H -1.60 4.55 -2.25
H 0.08 4.84 -2.14
H 1.98 3.60 -0.93
H 1.66 2.87 0.64
H 1.77 1.85 -0.76
H 1.16 -5.18 1.13
H 1.05 -4.45 2.83
H 1.92 -2.22 2.08
H 1.93 -2.77 0.38
H -0.48 -2.89 0.49
H -0.50 -3.04 2.18
H -1.20 0.61 1.35
H -2.03 -1.01 0.43



45
Properties=species:S:1:pos:R:3 method="wB97M-V/def2-TZVPD" fmax_ev_per_a=5.3 total_energy_ha=-2762.9304 spin_multiplicity=1 charge=+2 de_lowest_kcal_mol=97.99
C 1.69 0.08 -3.39
C 1.40 0.09 -1.94
H 2.77 0.19 -3.57
H 1.16 0.91 -3.90
H 1.36 -0.88 -3.84
O 2.09 0.20 -0.96
Cl -3.45 -0.59 -2.93
Bi -1.21 -0.25 -1.89
P -0.44 2.46 -1.06
C 0.93 2.78 0.10
C -0.08 3.66 -2.38
H -0.19 4.69 -2.00
H -1.74 4.32 -0.21
H -0.79 3.50 -3.21
H -2.78 2.96 -0.75
H 1.88 2.71 -0.43
H 0.94 3.51 -2.75
C -1.86 3.23 -0.21
H 0.83 3.78 0.54
H -1.94 2.86 0.82
H 0.95 2.02 0.90
P -0.15 -2.63 -0.71
C 1.28 -2.66 0.41
C -1.49 -3.38 0.27
H -0.30 -3.80 -2.83
H 0.00 -4.93 -1.47
H 1.34 -3.93 -2.12
C 0.26 -3.96 -1.90
H -2.46 -3.18 -0.22
H -1.33 -4.46 0.34
H 1.26 -3.59 0.99
H 1.29 -1.79 1.08
H -1.51 -2.93 1.27
H 2.20 -2.64 -0.19
Cl -2.35 -0.12 0.37
C 0.11 -1.19 4.08
S -0.12 0.06 2.81
C -0.25 1.54 3.83
O 1.16 0.17 2.03
H -0.45 -0.91 4.98
H 1.18 -1.29 4.29
H -0.31 -2.13 3.69
H 0.76 1.91 4.06
H -0.82 2.28 3.25
H -0.81 1.31 4.75



48
Properties=species:S:1:pos:R:3 method="wB97M-V/def2-TZVPD" fmax_ev_per_a=0.5 total_energy_ha=-3007.4470 spin_multiplicity=1 charge=0 smiles="COC[Si@](PP(=O)(O)O)([C@H](Cl)[C@@H](C)Cl)P(C)C.CC(C)O"
C 0.02 3.49 1.82
O -1.18 2.77 1.63
C -1.14 1.38 1.92
Si -2.00 0.39 0.53
P -3.32 -0.95 1.87
P -5.29 -1.07 0.98
O -5.53 -0.89 -0.46
O -5.74 -2.49 1.59
O -6.13 0.02 1.82
C -0.83 -0.69 -0.56
Cl -1.55 -2.30 -0.89
C 0.61 -0.82 -0.05
C 1.46 -1.90 -0.69
Cl 1.37 0.79 -0.37
P -2.80 1.90 -0.89
C -3.42 0.95 -2.34
C -4.30 2.61 -0.07
H 0.01 4.33 1.11
H 0.89 2.87 1.61
H 0.09 3.88 2.84
H -0.12 1.04 2.11
H -1.71 1.20 2.85
H -2.96 -2.26 1.54
H -6.53 -2.81 1.13
H -6.03 -0.08 2.77
H -0.79 -0.20 -1.54
H 0.63 -0.92 1.04
H 1.08 -2.88 -0.41
H 2.48 -1.80 -0.33
H 1.46 -1.80 -1.78
H -3.10 1.46 -3.25
H -4.50 0.86 -2.32
H -3.03 -0.07 -2.35
H -4.41 3.64 -0.39
H -5.20 2.04 -0.31
H -4.16 2.61 1.01
C 6.04 -1.15 -2.22
C 5.92 -0.87 -0.73
C 7.23 -1.08 0.00
O 4.88 -1.67 -0.15
H 6.34 -2.19 -2.39
H 5.09 -0.98 -2.72
H 6.79 -0.50 -2.68
H 5.58 0.15 -0.58
H 7.56 -2.12 -0.11
H 7.12 -0.87 1.06
H 8.01 -0.44 -0.40
H 5.12 -2.59 -0.25



43
Properties=species:S:1:pos:R:3 method="wB97M-V/def2-TZVPD" fmax_ev_per_a=2.5 total_energy_ha=-2740.0784 spin_multiplicity=4 charge=+2 s2=3.76
Co -0.40 -0.05 0.42
S -0.87 2.14 0.24
S -0.77 -2.25 0.35
C -2.72 2.24 0.15
C -0.56 2.33 -1.55
C -0.98 1.12 -2.35
N -0.42 -0.10 -1.71
C -0.92 -1.37 -2.29
C -0.45 -2.52 -1.43
H 0.52 2.51 -1.64
H -1.10 3.23 -1.87
H -0.61 1.20 -3.39
H -2.07 1.01 -2.39
H -0.54 -1.48 -3.32
H -2.02 -1.32 -2.34
H 0.63 -2.65 -1.51
H -0.95 -3.45 -1.70
C -2.60 -2.41 0.28
H 0.60 -0.08 -1.87
H -3.07 -1.63 -0.33
H -2.97 -2.35 1.32
H -2.83 -3.41 -0.12
H -3.09 2.22 1.19
H -3.16 1.42 -0.43
H -2.96 3.20 -0.31
C 5.09 0.17 -1.30
C 5.14 0.22 0.04
H 5.05 1.08 -1.91
H 5.12 -0.78 -1.84
H 5.16 1.18 0.57
H 5.24 -0.69 0.64
N 1.33 0.04 1.34
C 1.12 -0.18 2.82
C -0.18 0.49 3.21
N -1.26 0.03 2.26
H 2.03 -0.60 0.96
H 1.71 0.98 1.17
H 1.08 -1.26 3.01
H 1.96 0.24 3.38
H -0.49 0.22 4.23
H -0.11 1.58 3.15
H -1.60 -0.89 2.55
H -2.08 0.64 2.31



45
Properties=species:S:1:pos:R:3 method="wB97M-V/def2-TZVPD" fmax_ev_per_a=4.5 total_energy_ha=-2306.9835 spin_multiplicity=1 charge=+3
I -2.08 0.09 -4.10
I 2.16 0.61 -3.09
Pb -0.61 0.10 -1.31
P -0.09 2.89 -1.18
C 1.50 3.59 -0.66
C -0.51 3.74 -2.72
H -0.55 4.81 -2.52
H -1.17 4.67 0.02
H -1.49 3.36 -3.06
H -2.26 3.27 -0.19
H 2.28 3.33 -1.39
H 0.25 3.48 -3.47
C -1.24 3.57 0.06
H 1.41 4.69 -0.60
H -1.01 3.19 1.06
H 1.80 3.20 0.31
P -0.24 -2.72 -1.53
C 1.30 -3.58 -1.06
C -1.44 -3.45 -0.35
H -1.68 -2.97 -3.41
H -0.78 -4.51 -3.03
H 0.05 -3.11 -3.85
C -0.72 -3.42 -3.13
H -2.44 -3.06 -0.57
H -1.46 -4.54 -0.50
H 1.15 -4.67 -1.13
H 1.61 -3.33 -0.04
H -1.20 -3.20 0.69
H 2.10 -3.29 -1.74
C 2.32 -0.03 -0.81
O 3.29 -0.14 -0.19
C -0.94 -1.70 3.26
Si -0.11 -0.15 2.54
C -0.80 1.38 3.43
C 1.74 -0.26 2.97
O -0.37 -0.05 0.97
H -0.94 -1.68 4.36
H -0.43 -2.63 2.95
H -1.99 -1.77 2.93
H -0.79 1.25 4.52
H -0.21 2.29 3.22
H -1.84 1.58 3.14
H 2.22 -1.15 2.53
H 2.30 0.62 2.62
H 1.91 -0.33 4.05



47
Properties=species:S:1:pos:R:3 method="wB97M-V/def2-TZVPD" fmax_ev_per_a=3.1 total_energy_ha=-1374.7907 spin_multiplicity=1 charge=0 smiles="N=P(O)(O)OC(=O)OCN.CCOCC.CCOCC"
N 1.77 2.35 -2.89
P 0.31 2.11 -3.34
O 0.14 1.96 -4.93
O -0.58 3.38 -2.87
O -0.44 0.81 -2.64
C 0.41 -0.25 -2.34
O 0.28 -1.24 -2.94
O 1.26 -0.08 -1.34
C 2.56 -0.64 -1.62
N 3.02 -0.47 -2.99
H 2.40 2.34 -3.69
H 0.87 1.45 -5.31
H -0.52 3.39 -1.90
H 2.60 -1.69 -1.27
H 3.27 -0.10 -0.96
H 3.95 -0.05 -3.02
H 3.15 -1.42 -3.35
C 3.86 -1.69 4.24
C 3.47 -1.09 2.90
O 3.01 -2.05 1.96
C 1.86 -2.79 2.33
C 0.63 -1.93 2.59
H 4.63 -2.45 4.11
H 4.24 -0.91 4.91
H 3.01 -2.16 4.74
H 4.35 -0.62 2.45
H 2.73 -0.29 3.03
H 2.08 -3.42 3.20
H 1.65 -3.46 1.50
H 0.78 -1.24 3.42
H -0.23 -2.56 2.82
H 0.39 -1.33 1.70
C -4.97 0.44 1.59
C -3.98 1.56 1.31
O -2.88 1.16 0.52
C -3.18 0.66 -0.78
C -3.91 1.66 -1.66
H -4.47 -0.40 2.08
H -5.78 0.79 2.24
H -5.43 0.05 0.67
H -3.57 1.90 2.26
H -4.49 2.42 0.86
H -3.75 -0.27 -0.70
H -2.23 0.41 -1.24
H -4.88 1.95 -1.24
H -4.08 1.24 -2.65
H -3.32 2.58 -1.76